1.
{"formula": "C13H18ClNO3S", "method": "ωB97M-V/def2-TZVPD", "elements": ["C", "C", "O", "C", "C", "C", "S", "O", "O", "N", "C", "C", "C", "C", "C", "C", "C", "C", "Cl", "H", "H", "H", "H", "H", "H", "H", "H", "H", "H", "H", "H", "H", "H", "H", "H", "H", "H"], "coordinates": [[-2.9552, -1.6948, 2.7140], [-2.6206, -0.2097, 2.6367], [-2.8788, 0.3422, 1.3559], [-2.0448, 0.0796, 0.3317], [-0.8370, -0.6077, 0.4160], [-0.0704, -0.7970, -0.7161], [1.4996, -1.6482, -0.5358], [1.5107, -2.2970, 0.7411], [1.7506, -2.4070, -1.7227], [2.6446, -0.4550, -0.4968], [2.7008, 0.4355, 0.6388], [4.1522, 0.9076, 0.8828], [4.1028, 2.4373, 0.9150], [2.8967, 2.7822, 0.0468], [1.8741, 1.7248, 0.4561], [-0.4573, -0.3282, -1.9533], [-1.6531, 0.3661, -2.0569], [-2.4285, 0.5699, -0.9301], [-3.9103, 1.4361, -1.0518], [-2.3142, -2.2774, 2.0572], [-2.8208, -2.0434, 3.7340], [-3.9895, -1.8551, 2.4200], [-3.2771, 0.3565, 3.3029], [-1.5811, -0.0249, 2.9311], [-0.4660, -1.0209, 1.3389], [2.8042, -0.0299, -1.3952], [2.3296, -0.1684, 1.4687], [4.7710, 0.5615, 0.0552], [4.5601, 0.4915, 1.8009], [3.9309, 2.7872, 1.9338], [5.0247, 2.8864, 0.5503], [2.5364, 3.7966, 0.2098], [3.1516, 2.6719, -1.0085], [1.0798, 1.5956, -0.2789], [1.4170, 2.0056, 1.4056], [0.1602, -0.5238, -2.8144], [-1.9910, 0.7485, -3.0067]], "mulliken_charge": [-1.02, -0.41, -0.50, 0.18, 0.05, -0.72, 1.18, -0.68, -0.73, -0.34, 0.10, -0.95, -0.59, -0.71, -0.40, -0.32, -0.69, 0.46, -0.20, 0.31, 0.37, 0.32, 0.36, 0.30, 0.63, 0.32, 0.42, 0.30, 0.29, 0.30, 0.37, 0.38, 0.29, 0.14, 0.27, 0.48, 0.45], "homo_ev": -8.975, "molar_mass_g_mol": 303.81, "homo_lumo_gap_ev": 9.505, "smiles": "CCOc1cc(S(=O)(=O)NC2CCCC2)ccc1Cl", "largest_force_ha_per_bohr": 0.0197, "e_lumo_ev": 0.5, "energy_ha": -1645.01271}

2.
{"formula": "C13H18F6N2O8RbS3", "method": "ωB97M-V/def2-TZVPD", "elements": ["Rb", "C", "O", "C", "C", "O", "C", "C", "O", "C", "H", "H", "H", "H", "H", "H", "H", "H", "H", "H", "H", "H", "H", "H", "F", "C", "F", "F", "S", "O", "O", "N", "S", "O", "O", "C", "F", "F", "F", "O", "N", "C", "C", "C", "C", "C", "S", "H", "H", "H", "H"], "coordinates": [[0.5661, -0.4644, -0.1984], [-2.3845, -0.9619, 2.6355], [-2.7880, -1.3255, 1.3421], [-3.4008, -0.2960, 0.6049], [-3.0353, -0.4406, -0.8710], [-1.8645, 0.2973, -1.0624], [-1.4977, 0.5272, -2.4026], [-0.7795, 1.8772, -2.4418], [0.5997, 1.7183, -2.2194], [1.1750, 2.7943, -1.5165], [-3.2375, -0.6176, 3.2422], [-1.6236, -0.1732, 2.6143], [-1.9586, -1.8619, 3.0760], [-3.0481, 0.6904, 0.9279], [-4.4940, -0.3431, 0.7437], [-3.8549, -0.0355, -1.4920], [-2.8912, -1.5030, -1.1097], [-2.4038, 0.5824, -3.0252], [-0.8385, -0.2664, -2.7793], [-1.2264, 2.4992, -1.6556], [-0.9463, 2.3613, -3.4208], [1.0980, 3.7290, -2.0929], [2.2245, 2.5440, -1.3725], [0.7007, 2.9329, -0.5416], [1.6216, -1.5171, 1.8130], [2.5686, -2.4558, 1.5441], [2.0200, -3.6411, 1.8571], [3.5096, -2.2476, 2.5038], [3.3929, -2.3331, -0.2488], [2.8638, -1.0368, -0.6640], [4.7850, -2.3071, 0.1647], [3.0029, -3.5240, -1.0876], [1.2578, -2.9212, -1.7916], [0.4551, -2.3828, -2.9381], [0.5054, -2.8432, -0.5398], [0.9289, -4.8273, -2.1831], [-0.3800, -5.0279, -2.4923], [1.6106, -5.3071, -3.2575], [1.1822, -5.6839, -1.1796], [-0.1395, 2.2347, 1.3704], [-0.8797, 2.4001, 2.4030], [-0.4857, 1.9000, 3.5831], [-1.2418, 2.0079, 4.7313], [-2.4732, 2.6539, 4.6624], [-2.8760, 3.1742, 3.4568], [-2.0827, 3.0839, 2.3010], [-2.5578, 3.7469, 0.8338], [0.4645, 1.3837, 3.5517], [-0.8789, 1.5891, 5.6565], [-3.1044, 2.7478, 5.5366], [-3.8298, 3.6708, 3.3491]], "mulliken_charge": [0.66, -0.28, -0.36, -0.10, -0.83, 0.50, -0.76, -0.32, -0.31, -0.52, 0.32, -0.08, 0.31, -0.05, 0.32, 0.38, 0.28, 0.43, 0.23, 0.18, 0.31, 0.32, 0.24, 0.21, -0.30, 0.72, -0.27, -0.27, 0.96, -0.71, -0.72, -0.59, 0.93, -0.74, -0.73, 0.46, -0.26, -0.27, -0.24, -0.65, 0.39, -0.34, -0.70, -0.18, -0.73, 0.11, -0.45, 0.43, 0.39, 0.34, 0.38], "charge": -2, "homo_ev": [-1.102, -2.146], "molar_mass_g_mol": 625.95, "homo_lumo_gap_ev": [5.142, 6.184], "largest_force_ha_per_bohr": 0.0716, "e_lumo_ev": [4.0, 4.0], "energy_ha": -3035.32876, "multiplicity": 2}

3.
{"formula": "C13H18F6N2O8RbS3", "method": "ωB97M-V/def2-TZVPD", "elements": ["Rb", "C", "O", "C", "C", "O", "C", "C", "O", "C", "H", "H", "H", "H", "H", "H", "H", "H", "H", "H", "H", "H", "H", "H", "F", "C", "F", "F", "S", "O", "O", "N", "S", "O", "O", "C", "F", "F", "F", "O", "N", "C", "C", "C", "C", "C", "S", "H", "H", "H", "H"], "coordinates": [[-0.5183, -0.1908, 0.0209], [3.3197, -0.0909, 1.9718], [2.4163, 0.7258, 2.6795], [2.0802, 1.8983, 1.9654], [0.8159, 2.4940, 2.5937], [-0.3693, 2.1815, 1.9088], [-0.9755, 3.2178, 1.1932], [-0.4150, 3.4368, -0.2166], [-1.1172, 2.6206, -1.1153], [-0.5421, 2.6383, -2.3996], [4.2641, 0.4415, 1.7965], [2.9104, -0.3996, 1.0065], [3.5064, -0.9656, 2.5913], [1.9025, 1.6452, 0.9184], [2.9226, 2.6102, 2.0280], [0.9238, 3.5822, 2.7028], [0.7300, 2.0408, 3.5884], [-0.9175, 4.1636, 1.7593], [-2.0239, 2.9208, 1.0905], [0.6567, 3.1986, -0.2353], [-0.5458, 4.4986, -0.5099], [-0.5145, 3.6677, -2.7946], [-1.1638, 2.0145, -3.0377], [0.4685, 2.2204, -2.3951], [3.9430, -0.6416, -4.1234], [3.8608, 0.3410, -3.1738], [4.7743, -0.0247, -2.2153], [4.4474, 1.4422, -3.7890], [1.8390, -0.3400, -1.9592], [1.8858, 0.7183, -0.9257], [0.6908, -0.1398, -2.8641], [1.4044, -1.7571, -1.1215], [0.2617, -2.3877, -1.9570], [0.5359, -2.8703, -3.2790], [-1.0829, -1.9564, -1.6610], [0.2159, -4.0852, -1.0277], [1.2656, -4.8849, -1.3180], [-0.8839, -4.8030, -1.3534], [0.2018, -4.0079, 0.3229], [-1.8491, -0.3387, 2.1864], [-2.6201, -1.2057, 1.6539], [-2.1924, -2.4631, 1.5100], [-2.9525, -3.4583, 0.9357], [-4.2332, -3.1446, 0.4932], [-4.6893, -1.8603, 0.6663], [-3.8872, -0.8652, 1.2393], [-4.4673, 0.6963, 1.5070], [-1.1970, -2.6297, 1.9034], [-2.5455, -4.4510, 0.8388], [-4.8579, -3.8955, 0.0298], [-5.6832, -1.5592, 0.3684]], "mulliken_charge": [1.11, -0.45, -0.42, 0.64, -0.82, -0.21, -0.65, -0.18, -0.24, -0.61, 0.30, 0.07, 0.25, -0.39, 0.36, 0.31, 0.34, 0.32, 0.23, 0.19, 0.40, 0.32, 0.23, 0.17, -0.23, 0.24, -0.23, -0.29, 0.55, -0.64, -0.65, -0.53, 1.02, -0.67, -0.68, 0.58, -0.26, -0.26, -0.24, -0.64, 0.39, -0.26, -0.66, -0.27, -0.68, -0.08, -0.49, 0.61, 0.41, 0.34, 0.38], "charge": -2, "homo_ev": -1.550, "molar_mass_g_mol": 625.95, "homo_lumo_gap_ev": 5.450, "largest_force_ha_per_bohr": 0.0795, "e_lumo_ev": 3.9, "energy_ha": -3035.34186, "multiplicity": 2}

4.
{"formula": "C13H18F9IrN2O3PS2", "method": "ωB97M-V/def2-TZVPD", "elements": ["Ir", "C", "C", "O", "P", "S", "S", "O", "C", "C", "H", "H", "H", "H", "H", "H", "H", "H", "H", "H", "F", "C", "F", "F", "C", "O", "C", "F", "F", "F", "C", "F", "F", "F", "C", "C", "C", "C", "N", "N", "C", "H", "H", "H", "H", "H", "H", "H", "H"], "coordinates": [[-0.0674, 0.2374, 0.1412], [4.5488, 0.2908, 4.7552], [3.1070, 0.1712, 4.3432], [3.0658, 0.0710, 2.8739], [1.9665, -0.7069, 2.1029], [2.1527, -0.4600, 0.1147], [0.0604, 0.0046, 2.3715], [2.1070, -2.1790, 2.6133], [1.4683, -3.3452, 2.0098], [2.2025, -4.5705, 2.4847], [4.6008, 0.4362, 5.8344], [5.0170, 1.1461, 4.2705], [5.1041, -0.6104, 4.5003], [2.5243, 1.0540, 4.6004], [2.6348, -0.7167, 4.7642], [1.5137, -3.2318, 0.9260], [0.4261, -3.3377, 2.3315], [3.2497, -4.5334, 2.1883], [1.7497, -5.4552, 2.0368], [2.1433, -4.6665, 3.5677], [-0.3884, 4.7605, -2.5223], [-0.3188, 4.1537, -1.3414], [-1.0940, 4.8003, -0.4824], [0.9312, 4.2423, -0.9084], [-0.7527, 2.6513, -1.4299], [-0.5879, 2.1651, -0.1498], [-2.2230, 2.5489, -1.9625], [-2.3714, 3.1371, -3.1382], [-2.5986, 1.2772, -2.1037], [-3.0604, 3.1198, -1.0961], [0.1789, 1.8572, -2.3818], [-0.1395, 0.5095, -2.1547], [0.0201, 2.0782, -3.6610], [1.4530, 1.9686, -2.0698], [-5.4145, 1.3780, 0.5003], [-4.2341, 0.5023, 0.2729], [-4.1330, -0.7933, -0.2037], [-2.7698, -1.0897, -0.2531], [-2.0801, -0.0323, 0.1847], [-2.9817, 0.9235, 0.4930], [-2.0826, -2.3333, -0.7016], [-6.3201, 0.7779, 0.5354], [-5.5124, 2.0999, -0.3117], [-5.3284, 1.9261, 1.4381], [-4.9432, -1.4482, -0.4735], [-2.6536, 1.8339, 0.7804], [-2.8086, -3.1276, -0.8588], [-1.3621, -2.6718, 0.0447], [-1.5510, -2.1703, -1.6409]], "mulliken_charge": [1.96, -1.27, -0.13, -0.19, 0.77, -0.39, -0.42, -0.27, -0.17, -1.35, 0.39, 0.32, 0.31, 0.31, 0.35, 0.36, 0.30, 0.34, 0.40, 0.32, -0.23, 0.31, -0.23, -0.22, 1.42, -1.47, 0.52, -0.24, -0.22, -0.26, 0.26, -0.30, -0.24, -0.22, -1.33, 0.82, -1.24, 0.85, -0.23, 0.09, -1.32, 0.38, 0.26, 0.35, 0.49, 0.26, 0.40, 0.16, 0.26], "charge": 1, "homo_ev": -12.120, "molar_mass_g_mol": 708.61, "homo_lumo_gap_ev": 7.617, "largest_force_ha_per_bohr": 0.0175, "e_lumo_ev": -4.5, "energy_ha": -2982.16213}

5.
{"formula": "C13H18MnN6O7P2S", "method": "ωB97M-V/def2-TZVPD", "elements": ["Mn", "N", "C", "C", "P", "O", "O", "O", "P", "O", "O", "O", "H", "H", "H", "H", "H", "H", "H", "H", "C", "C", "O", "S", "C", "C", "C", "C", "C", "C", "C", "C", "H", "H", "H", "H", "H", "H", "H", "N", "N", "N", "C", "N", "N", "H", "H", "H"], "coordinates": [[-1.2039, -1.1662, -1.0423], [-0.4993, -5.0030, -2.8080], [-1.1371, -4.7066, -1.4491], [-1.3860, -6.0119, -0.7090], [-2.7172, -3.8288, -1.9622], [-3.8024, -4.2170, -0.8768], [-2.9847, -4.3700, -3.3172], [-2.5057, -2.3229, -1.8057], [0.0197, -3.5868, -0.5617], [-0.9818, -2.8945, 0.5328], [1.1482, -4.2862, 0.0450], [0.1949, -2.4394, -1.5716], [-1.3020, -5.0194, -3.4711], [0.0141, -5.8829, -2.8047], [0.1322, -4.2493, -3.0906], [-1.9961, -6.6958, -1.3043], [-1.9123, -5.8166, 0.2231], [-0.4365, -6.4918, -0.4629], [-4.3941, -4.9193, -1.1765], [-0.7621, -3.1626, 1.4362], [4.9509, 7.2559, 2.5523], [4.3508, 6.0296, 1.9216], [3.7972, 5.9953, 0.8626], [4.5286, 4.5813, 3.0039], [3.4909, 3.4161, 2.1711], [3.7139, 3.0664, 0.8441], [2.8549, 2.1870, 0.2077], [1.7695, 1.6455, 0.8926], [1.5757, 1.9647, 2.2387], [2.4320, 2.8461, 2.8730], [0.8338, 0.7876, 0.2238], [0.0213, 0.0777, -0.3242], [5.2466, 7.9644, 1.7820], [5.7983, 7.0018, 3.1875], [4.1837, 7.7168, 3.1778], [4.5571, 3.4830, 0.3118], [3.0261, 1.9095, -0.8248], [0.7487, 1.5170, 2.7750], [2.2846, 3.1017, 3.9148], [-4.3370, 2.7133, 0.5722], [-3.8008, 1.8008, -0.2907], [-4.3501, 1.5549, -1.4644], [-3.5869, 0.5710, -1.9051], [-2.6327, 0.2742, -1.0171], [-2.7866, 1.0797, 0.0286], [-4.7850, 3.4573, 0.0579], [-3.6492, 2.9990, 1.2535], [-3.7245, 0.0734, -2.8500]], "mulliken_charge": [0.94, -0.28, 0.87, -1.85, 0.46, -0.49, -0.83, -0.43, 0.92, -0.52, -0.72, -0.63, 0.39, 0.36, 0.31, 0.47, 0.40, 0.50, 0.37, 0.35, -1.09, 0.76, -0.50, -0.24, 0.20, -0.36, -0.62, 0.64, -0.63, -0.49, 0.56, -0.72, 0.31, 0.36, 0.29, 0.44, 0.43, 0.45, 0.42, -0.54, 1.24, -0.84, -0.24, 0.10, -0.60, 0.31, 0.30, 0.50], "charge": 1, "homo_ev": [-10.604, -10.702], "molar_mass_g_mol": 519.27, "homo_lumo_gap_ev": [6.620, 7.092], "largest_force_ha_per_bohr": 0.0113, "e_lumo_ev": [-4.0, -3.6], "energy_ha": -3593.22776, "multiplicity": 5}